1.
This record from the OMol25 dataset describes a molecular structure, CH2BrI. The level of theory is the ωB97M-V functional and the def2-TZVPD basis.

Output
HOMO (alpha / beta) in eV: -7.305 / -9.967
Expectation value of S²: 2.007
Gap between HOMO and LUMO (alpha / beta) in eV: 7.1 / 7.5
Multiplicity: 3
Electronic energy in eV: -79206.5907
Total charge: 0

Each line ends with the natural charge from an NBO analysis.
CARTESIAN COORDINATES (ANGSTROEM)
C: -0.7710 0.4787 -0.3070  -0.499
I: -2.6940 -0.4499 0.0837  0.183
Br: -0.8358 2.3023 -0.0066  0.164
H: -0.1020 0.2426 -1.0338  0.174
H: 0.3752 0.0370 1.0773  -0.022



2.
This record from the OMol25 dataset describes 2 unconnected molecules or ions with the total composition CH2BrN. The level of theory is the ωB97M-V functional and the def2-TZVPD basis.

Output
HOMO in eV: -10.489
Structure (SMILES): C#N.Br
Gap between HOMO and LUMO in eV: 11.4
Multiplicity: 1
Electronic energy in eV: -72601.1295
Total charge: 0

Each line ends with the natural charge from an NBO analysis.
CARTESIAN COORDINATES (ANGSTROEM)
N: 0.0816 -0.0811 -0.0239  -0.323
C: 0.6502 -1.0016 0.3352  0.100
Br: -1.4968 3.1122 -1.1157  -0.242
H: 1.2054 -1.8048 0.7009  0.227
H: -1.3569 1.9812 -0.1419  0.238